Entry from the OMol25 dataset: a molecular structure, C18H24N2O2PbS3 (ωB97M-V/def2-TZVPD).

Geometry (Å):
H  -1.576  2.929  -3.185
H  -3.414  -0.149  1.595
H  0.388  3.290  -3.859
Pb  0.626  -0.206  -1.159
H  -2.893  0.423  -1.985
C  2.216  -4.586  0.941
H  1.643  -0.144  -4.707
C  2.742  -0.969  1.740
H  1.307  3.567  -0.932
S  -1.160  -0.177  -3.429
H  2.811  -5.064  0.159
H  2.694  -4.769  1.899
C  0.535  3.523  -1.701
H  1.886  3.983  -3.284
H  4.449  -0.445  2.893
C  1.194  0.848  -4.654
S  1.941  1.600  -3.178
H  -4.394  -0.796  5.704
C  1.134  3.223  -3.069
C  -1.401  -1.098  4.178
C  -3.660  -0.779  4.910
C  -1.956  2.343  -2.351
C  2.117  -3.131  0.628
C  -4.056  -0.438  3.618
C  -2.340  -1.105  5.192
H  0.057  4.504  -1.720
S  -0.684  2.345  -1.049
H  -3.179  1.092  -3.579
O  1.332  -2.705  -0.211
H  1.559  1.395  -5.525
N  1.399  -0.488  1.524
H  1.222  -5.030  0.914
H  -2.818  2.880  -1.954
H  -2.050  -1.373  6.197
H  -0.777  1.758  -4.780
H  4.185  0.587  1.489
H  -0.378  -1.377  4.385
N  0.542  -1.082  2.181
O  -1.064  -0.411  0.638
H  3.170  0.769  2.925
C  -1.790  -0.746  2.878
C  3.686  0.047  2.295
C  -0.321  0.771  -4.742
C  -2.421  0.971  -2.803
C  -3.126  -0.417  2.602
H  4.061  -2.560  1.492
C  3.049  -2.203  1.336
H  -5.088  -0.191  3.416
C  -0.823  -0.688  1.810
H  -0.574  0.278  -5.682

- Kohn-Sham gap (eV) = 7.93
- E_LUMO (eV) = -6.8465
- total charge = +2
- largest force on an atom (eV/A) = 0.3
- calculated total energy (eV) = -63869.3138
- spin multiplicity = 1